Here is a structure of composition C28H34BCaClN11O from the OMol25 dataset. Energies are from ωB97M-V/def2-TZVPD.

```
77
C28H34BCaClN11O (ωB97M-V/def2-TZVPD)
Ca -0.01 -0.07 0.03
C 3.61 2.04 -1.46
C 3.03 0.85 -1.06
N 1.75 1.03 -0.71
N 1.50 2.37 -0.88
C 2.61 2.98 -1.33
B 0.06 2.95 -0.57
N -0.26 2.69 0.96
C -0.33 3.61 1.93
C -0.59 2.99 3.14
C -0.66 1.64 2.81
N -0.45 1.45 1.50
N -0.99 2.23 -1.51
C -1.66 2.78 -2.54
C -2.44 1.81 -3.13
C -2.19 0.66 -2.40
N -1.31 0.90 -1.42
N -0.08 4.43 -0.79
C -1.25 5.13 -0.57
C -1.01 6.43 -0.86
C 0.34 6.46 -1.27
N 0.91 5.27 -1.22
H 4.62 2.21 -1.80
H 3.46 -0.14 -1.02
H 2.60 4.04 -1.52
H -0.19 4.66 1.72
H -0.72 3.45 4.10
H -0.85 0.80 3.46
H -1.53 3.82 -2.80
H -3.10 1.93 -3.98
H -2.61 -0.33 -2.52
H -2.14 4.63 -0.22
H -1.70 7.26 -0.79
H 0.93 7.31 -1.59
C 2.56 -8.90 1.17
C 1.32 -8.09 0.76
C 0.63 -8.83 -0.40
C 0.37 -8.05 1.97
C 1.71 -6.63 0.34
O 2.25 -5.91 1.45
C 2.77 -6.60 -0.78
C 3.34 -5.18 -0.96
C 4.16 -4.76 0.20
C 3.85 -3.56 0.93
C 4.64 -3.14 1.94
C 5.81 -3.90 2.27
Cl 6.80 -3.39 3.50
C 6.14 -5.09 1.55
C 5.33 -5.50 0.55
C 0.43 -5.87 -0.12
N 0.29 -4.49 0.34
C 0.37 -3.35 -0.35
N 0.04 -2.32 0.44
C -0.24 -2.94 1.64
N -0.10 -4.24 1.62
H 2.23 -9.85 1.59
H 3.15 -8.41 1.96
H 3.21 -9.14 0.34
H 0.35 -9.83 -0.06
H 1.29 -8.95 -1.26
H -0.29 -8.35 -0.73
H 0.18 -9.08 2.30
H -0.61 -7.62 1.75
H 0.80 -7.50 2.81
H 2.75 -6.53 2.00
H 2.36 -6.96 -1.72
H 3.58 -7.27 -0.51
H 2.57 -4.44 -1.17
H 4.01 -5.21 -1.84
H 2.96 -3.00 0.68
H 4.42 -2.24 2.50
H 7.04 -5.64 1.81
H 5.59 -6.39 -0.02
H -0.44 -6.38 0.26
H 0.37 -5.86 -1.21
H 0.61 -3.30 -1.40
H -0.55 -2.41 2.52
```

Properties
- LUMO energy (alpha / beta): -5.897 / -9.369 eV
- Multiplicity: 2
- Frontier orbital gap (alpha / beta): 7.20 / 3.73 eV
- Charge: +2

Here is a structure of composition C7H16NO4PPtS2 from the OMol25 dataset. Energies are from ωB97M-V/def2-TZVPD.

```
32
C7H16NO4PPtS2 (ωB97M-V/def2-TZVPD)
Pt 1.24 1.25 0.73
N 3.33 1.51 0.98
C 3.88 2.82 0.57
C 2.92 3.94 0.95
C 1.80 4.08 -0.11
O 1.72 5.13 -0.72
O 1.06 3.05 -0.33
H 3.45 1.33 1.97
H 3.79 0.74 0.51
H 4.00 2.79 -0.52
H 4.87 2.96 1.01
H 3.45 4.88 1.01
H 2.48 3.71 1.92
C -2.39 -3.96 1.02
C -1.71 -2.89 1.86
O -1.99 -1.58 1.39
P -1.15 -1.11 0.05
S -1.01 0.96 0.32
S 1.35 -0.53 2.05
O -2.48 -1.15 -0.96
C -2.22 -0.81 -2.31
C -2.93 -1.78 -3.23
H -2.12 -4.96 1.38
H -2.09 -3.88 -0.02
H -3.48 -3.86 1.07
H -0.63 -3.05 1.90
H -2.09 -2.92 2.89
H -1.14 -0.82 -2.51
H -2.55 0.22 -2.48
H -2.67 -2.80 -2.96
H -2.64 -1.61 -4.27
H -4.01 -1.67 -3.15
```

Properties
- LUMO energy (alpha / beta): 2.473 / 2.097 eV
- Multiplicity: 2
- Frontier orbital gap (alpha / beta): 6.82 / 6.26 eV
- Charge: -1

Here is an isolated molecule of C5H10O2 from the OMol25 dataset. Energies are from ωB97M-V/def2-TZVPD.

```
17
C5H10O2 (ωB97M-V/def2-TZVPD)
C 1.82 0.69 -0.06
C 0.71 0.05 -0.88
O 0.66 -1.36 -0.69
C -0.67 0.71 -0.61
C -1.66 -0.15 0.18
C -1.10 -0.93 1.34
O -0.25 -0.52 2.10
H 1.91 1.76 -0.30
H 1.58 0.60 1.01
H 2.78 0.20 -0.26
H 0.95 0.18 -1.94
H 1.04 -1.55 0.18
H -0.50 1.67 -0.10
H -1.15 0.95 -1.56
H -2.17 -0.86 -0.48
H -2.44 0.51 0.60
H -1.53 -1.95 1.47
```

Properties
- LUMO energy: 0.963 eV
- Structure (SMILES): C[C@@H](O)CCC=O
- Frontier orbital gap: 10.82 eV
- Charge: 0

Here is an isolated molecule of C6H10O2 from the OMol25 dataset. Energies are from ωB97M-V/def2-TZVPD.

```
18
C6H10O2 (ωB97M-V/def2-TZVPD)
C -0.41 1.53 0.55
C 0.63 -2.13 1.00
C -0.52 0.98 -1.98
C 0.61 -0.68 0.65
C -1.20 0.98 -0.64
C -0.27 0.19 1.20
O 1.79 -0.18 0.13
O -2.41 0.77 -0.48
H 2.40 -0.89 -0.07
H 0.55 1.94 0.26
H -1.03 2.19 1.16
H -1.04 -0.16 1.87
H 0.83 -2.74 0.12
H -0.32 -2.43 1.44
H 1.42 -2.35 1.72
H 0.46 0.52 -1.90
H -0.38 2.01 -2.31
H -1.12 0.45 -2.71
```

Properties
- LUMO energy: 0.611 eV
- Structure (SMILES): CC(=O)C/C=C(/C)O
- Frontier orbital gap: 8.99 eV
- Charge: 0

Here is the ion C5H7N2O with charge +1 from the OMol25 dataset. Energies are from ωB97M-V/def2-TZVPD.

```
15
C5H7N2O (ωB97M-V/def2-TZVPD)
C 0.69 -1.37 0.17
C -2.32 -0.09 0.12
C 0.63 -2.52 -0.42
C -0.14 0.94 0.40
C 0.53 1.89 -0.53
N -1.22 0.30 -0.16
N 0.88 -0.22 0.71
O -3.41 -0.38 0.19
H 0.10 -3.40 0.11
H 1.01 -2.99 -1.34
H -0.28 1.38 1.32
H 1.45 2.29 0.11
H -0.13 2.73 -0.63
H 0.80 1.39 -1.57
H 1.42 0.03 1.51
```

Properties
- LUMO energy: -4.861 eV
- Structure (SMILES): C=C=[NH+][C@@H](C)N=C=O
- Frontier orbital gap: 10.26 eV
- Charge: +1

Here is a cluster of 4 separate species, C14H36BO16P3 in total from the OMol25 dataset. Energies are from ωB97M-V/def2-TZVPD.

```
70
C14H36BO16P3 (ωB97M-V/def2-TZVPD)
C 4.14 -3.38 4.21
B 3.51 -1.88 4.47
O 4.41 -0.71 4.22
C 1.98 -1.53 4.96
C 0.92 -2.73 5.32
C 0.30 -2.95 3.79
O -0.81 -3.94 3.74
C -0.10 -1.34 3.55
O -1.22 -0.80 3.08
O 1.14 -0.67 4.06
H 4.86 -3.29 3.26
H 3.36 -4.22 3.97
H 4.85 -3.71 5.10
H 4.33 -0.55 3.22
H 2.15 -0.83 5.89
H 0.09 -2.15 5.93
H 1.27 -3.67 5.93
H 1.13 -3.08 2.94
H -1.40 -3.70 4.54
C 1.94 1.71 -1.33
O 2.77 0.71 -1.89
P 4.07 0.19 -0.87
O 4.74 1.56 -1.09
O 4.58 -0.87 -2.02
C 4.61 -0.49 -3.38
O 5.37 -0.32 0.15
C 6.67 0.19 -0.08
H 0.97 1.68 -1.82
H 1.81 1.55 -0.25
H 2.39 2.70 -1.50
H 4.84 0.58 -3.50
H 3.65 -0.72 -3.85
H 5.39 -1.07 -3.89
H 6.76 1.19 0.36
H 6.92 0.21 -1.14
H 7.39 -0.46 0.43
C -6.08 4.15 3.21
O -5.05 3.43 2.56
P -5.61 2.20 1.48
O -6.09 1.39 2.69
O -4.06 1.80 1.10
C -3.08 1.71 2.12
O -6.17 0.97 0.39
C -6.18 -0.38 0.82
H -5.69 5.12 3.52
H -6.93 4.32 2.53
H -6.42 3.61 4.09
H -3.51 1.37 3.07
H -2.60 2.68 2.25
H -2.32 0.99 1.81
H -7.06 -0.57 1.44
H -5.26 -0.64 1.36
H -6.25 -1.02 -0.06
C -1.12 2.21 -7.35
O -1.88 1.52 -6.38
P -0.97 0.97 -5.01
O -0.29 -0.05 -5.92
O -2.33 0.32 -4.34
C -3.24 -0.40 -5.15
O -0.06 0.43 -3.65
C 0.35 -0.93 -3.58
H -1.80 2.85 -7.93
H -0.36 2.84 -6.88
H -0.65 1.50 -8.03
H -2.74 -0.93 -5.97
H -3.99 0.28 -5.55
H -3.75 -1.14 -4.52
H 1.24 -1.07 -4.20
H -0.45 -1.60 -3.89
H 0.62 -1.15 -2.55
```

Properties
- LUMO energy: -2.985 eV
- Structure (SMILES): CB(O)[C@@H]1C[C@@H](O)C(=O)O1.COP(=O)(OC)OC.COP(=O)(OC)OC.COP(=O)(OC)OC
- Frontier orbital gap: 6.41 eV
- Charge: 0

Here is a structure of composition C65H92BCrN7OSi4Te from the OMol25 dataset. Energies are from ωB97M-V/def2-TZVPD.

```
172
C65H92BCrN7OSi4Te (ωB97M-V/def2-TZVPD)
Cr -0.17 0.71 1.08
C 1.81 4.15 -0.15
C 1.14 5.22 0.42
C -0.05 4.97 1.05
C -0.55 3.65 1.17
N 0.12 2.60 0.58
C 1.24 2.90 -0.08
N -1.68 3.54 1.88
C -2.21 2.41 2.34
N -1.73 1.15 2.16
C -2.50 0.29 2.90
N -2.26 -0.98 3.21
C -1.09 -1.56 3.05
C -0.92 -2.79 3.77
C 0.31 -3.35 3.91
C 1.40 -2.71 3.31
C 1.16 -1.61 2.53
N -0.04 -1.05 2.33
C -3.56 1.01 3.53
C -4.61 0.62 4.36
C -5.41 1.60 4.90
C -5.18 2.95 4.63
C -4.16 3.36 3.78
C -3.35 2.38 3.21
H 2.75 4.28 -0.67
H 1.54 6.22 0.38
H -0.63 5.76 1.51
H 1.73 2.07 -0.57
H -1.81 -3.20 4.23
H 0.45 -4.26 4.49
H 2.41 -3.08 3.42
H 2.00 -1.14 2.02
H -4.78 -0.43 4.57
H -6.24 1.33 5.54
H -5.81 3.69 5.10
H -4.00 4.40 3.56
C 1.25 3.60 3.99
C 1.50 2.33 4.81
C 0.27 1.42 4.75
C 2.76 1.64 4.30
C 3.83 1.54 5.16
C 5.07 1.06 4.75
C 5.24 0.73 3.42
C 4.19 0.80 2.53
C 4.43 0.58 1.05
C 4.70 1.93 0.37
C 5.57 -0.38 0.71
C 2.88 1.22 2.94
O 1.91 1.22 2.10
H 0.29 4.05 4.23
H 1.26 3.35 2.93
H 2.04 4.33 4.17
H 1.67 2.61 5.86
H 0.09 1.12 3.73
H -0.61 1.95 5.12
H 0.42 0.53 5.36
H 3.71 1.85 6.20
H 5.89 0.99 5.46
H 6.22 0.40 3.09
H 3.50 0.16 0.62
H 5.68 2.29 0.66
H 3.95 2.65 0.68
H 4.67 1.83 -0.72
H 6.53 0.07 0.96
H 5.56 -0.58 -0.36
H 5.47 -1.32 1.24
C 1.00 -5.66 1.09
Si 2.38 -4.89 -0.01
C 3.79 -4.52 1.24
C 3.00 -6.39 -1.05
Si 1.97 -3.05 -1.55
Te 1.07 -0.81 -0.72
Si 0.53 -4.04 -3.22
C -0.58 -5.52 -2.65
C -0.61 -2.74 -4.07
C 1.30 -4.87 -4.79
Si 4.12 -3.07 -2.67
C 4.47 -1.40 -3.53
C 5.64 -3.37 -1.53
C 4.53 -4.33 -4.09
H 1.38 -6.49 1.69
H 0.17 -6.04 0.50
H 0.61 -4.92 1.78
H 3.62 -5.00 2.20
H 3.84 -3.45 1.42
H 4.75 -4.84 0.87
H 3.27 -7.24 -0.43
H 3.87 -6.11 -1.62
H 2.24 -6.72 -1.74
H -0.99 -5.37 -1.65
H 0.01 -6.43 -2.62
H -1.42 -5.69 -3.32
H -0.95 -1.99 -3.37
H -1.48 -3.18 -4.55
H -0.04 -2.22 -4.84
H 1.95 -5.69 -4.53
H 1.88 -4.15 -5.36
H 0.52 -5.25 -5.44
H 4.40 -0.60 -2.81
H 3.71 -1.21 -4.29
H 5.44 -1.33 -4.02
H 5.49 -2.91 -0.57
H 6.57 -2.98 -1.94
H 5.80 -4.43 -1.35
H 4.03 -4.07 -5.02
H 4.22 -5.33 -3.83
H 5.60 -4.38 -4.31
C -6.06 1.45 -1.41
C -5.67 1.37 0.07
C -4.97 2.64 0.53
C -4.93 0.10 0.47
C -5.60 -0.66 1.42
C -5.13 -1.87 1.88
C -4.01 -2.41 1.29
C -3.32 -1.70 0.32
C -2.30 -2.43 -0.51
C -1.53 -3.50 0.25
C -3.07 -3.05 -1.68
C -3.70 -0.39 -0.03
N -2.85 0.33 -0.91
B -1.57 1.00 -0.71
N -1.38 1.74 -1.97
C -2.42 1.40 -2.82
C -3.27 0.55 -2.22
C -0.67 2.93 -2.36
C -1.27 4.17 -2.05
C -0.60 5.36 -2.27
C 0.64 5.37 -2.88
C 1.12 4.18 -3.38
C 0.47 2.96 -3.17
C 1.12 1.85 -4.00
C 2.48 1.47 -3.42
C 0.28 0.61 -4.26
C -2.74 4.26 -1.69
C -3.10 5.26 -0.59
C -3.47 4.65 -2.98
H -6.84 2.20 -1.53
H -6.45 0.50 -1.75
H -5.21 1.75 -2.02
H -6.62 1.33 0.62
H -3.91 2.62 0.29
H -5.06 2.75 1.60
H -5.43 3.51 0.05
H -6.52 -0.27 1.84
H -5.67 -2.41 2.65
H -3.67 -3.39 1.58
H -1.59 -1.71 -0.93
H -2.10 -4.43 0.31
H -1.31 -3.17 1.26
H -0.59 -3.70 -0.25
H -3.90 -3.66 -1.32
H -2.41 -3.67 -2.28
H -3.47 -2.27 -2.32
H -2.48 1.81 -3.81
H -4.12 0.05 -2.64
H -1.07 6.30 -1.99
H 1.19 6.29 -3.03
H 2.02 4.18 -3.97
H 1.32 2.32 -4.98
H 2.36 0.90 -2.50
H 3.09 2.36 -3.22
H 3.01 0.84 -4.14
H 0.05 0.10 -3.33
H 0.85 -0.07 -4.89
H -0.64 0.86 -4.78
H -3.09 3.28 -1.38
H -2.77 6.27 -0.84
H -2.66 4.96 0.35
H -4.18 5.29 -0.47
H -3.17 5.65 -3.30
H -4.55 4.65 -2.83
H -3.25 3.97 -3.80
```

Properties
- LUMO energy (alpha / beta): 3.830 / 3.836 eV
- Multiplicity: 5
- Frontier orbital gap (alpha / beta): 4.37 / 5.83 eV
- Charge: -2

Here is a structure of composition C5H10N2S from the OMol25 dataset. Energies are from ωB97M-V/def2-TZVPD.

```
18
C5H10N2S (ωB97M-V/def2-TZVPD)
C -0.78 0.23 0.60
C 0.16 -0.93 0.21
C 0.80 -0.44 -1.09
C 0.94 1.06 -0.77
C -0.60 1.10 -0.68
H -1.15 1.67 2.04
H 0.41 1.27 1.98
H -1.80 -0.17 0.66
H 0.91 -0.94 0.99
H -0.46 -2.61 -0.82
H -0.01 -2.88 0.75
H 1.62 -1.02 -1.51
H 1.35 1.65 -1.61
H 1.52 1.39 0.10
H -1.20 2.01 -0.74
N -0.52 0.90 1.87
N -0.51 -2.20 0.15
S -0.67 -0.09 -2.13
```

Properties
- LUMO energy: 0.859 eV
- Frontier orbital gap: 9.21 eV
- Charge: 0

Which value of charge does entry 2 give?
-1

The lowest charge belongs to which entry?
C65H92BCrN7OSi4Te

The highest charge belongs to which entry?
C28H34BCaClN11O